Arrangement w

DFT (ωB97M-V/def2-TZVPD) results for C5H4ClF in the gas phase.

HOMO energy (eV): -8.7
M (g/mol): 118.54
Orbital gap (eV): 9.6

Geometry as ORCA input:
```
! wB97M-V def2-TZVPD RIJCOSX def2/J DEFGRID3
* xyz 0 1
C -1.104 0.123 -0.013
C -0.323 1.194 -0.011
C 1.065 0.792 -0.006
C 1.129 -0.559 -0.007
C -0.257 -1.115 0.003
H 1.886 1.497 -0.011
H 2.011 -1.089 0.026
H -0.396 -1.691 -0.923
H -0.449 -1.736 0.937
F -0.725 2.480 0.008
Cl -2.837 0.103 -0.004
*
```


Arrangement x

DFT (ωB97M-V/def2-TZVPD) results for C5H4ClF in the gas phase.

HOMO energy (eV): -9.3
M (g/mol): 118.54
Orbital gap (eV): 9.4

Geometry as ORCA input:
```
! wB97M-V def2-TZVPD RIJCOSX def2/J DEFGRID3
* xyz 0 1
C 0.994 0.342 0.249
C 0.140 -0.755 0.939
C -1.084 -0.789 0.368
C -1.099 0.261 -0.787
C 0.057 0.941 -0.764
H 0.517 -1.399 1.711
H -1.850 -1.461 0.668
H -1.897 0.459 -1.515
H 0.359 1.757 -1.405
F 1.526 1.239 1.081
Cl 2.337 -0.594 -0.547
*
```


Energy ordering: arrangement w at the bottom, the next structure 0.264 eV above.


Arrangement w

DFT (ωB97M-V/def2-TZVPD) results for 2 unconnected molecules or ions with the total composition C5H13N.

HOMO energy (eV): -9.1
M (g/mol): 87.17
Orbital gap (eV): 10.1

Geometry as ORCA input:
```
! wB97M-V def2-TZVPD RIJCOSX def2/J DEFGRID3
* xyz 0 1
C -2.296 -1.191 -0.404
C -3.147 -1.944 0.506
C -2.769 -2.955 1.374
H -1.440 -0.787 0.140
H -1.913 -1.838 -1.309
H -2.921 -0.439 -0.809
H -4.171 -1.587 0.544
H -3.508 -3.557 1.882
H -1.592 -3.083 1.321
C 1.870 1.841 0.675
N 2.013 1.847 -0.879
C 3.481 1.767 -1.167
H 1.639 2.944 1.118
H 0.949 1.257 0.786
H 2.617 1.181 1.270
H 1.703 2.756 -1.205
H 4.033 2.565 -0.649
H 3.851 1.691 -2.175
H 3.828 0.864 -0.665
*
```


Arrangement x

DFT (ωB97M-V/def2-TZVPD) results for 2 unconnected molecules or ions with the total composition C5H13N.

HOMO energy (eV): -8.9
M (g/mol): 87.17
Orbital gap (eV): 10.0

Geometry as ORCA input:
```
! wB97M-V def2-TZVPD RIJCOSX def2/J DEFGRID3
* xyz 0 1
C -2.143 1.661 -0.689
C -1.936 0.148 -0.522
C -2.264 -0.607 0.549
H -2.858 1.903 -1.491
H -2.524 1.957 0.315
H -1.186 2.138 -0.918
H -1.575 -0.219 -1.485
H -2.503 -1.680 0.531
H -2.724 -0.087 1.391
C 2.012 0.625 -0.183
C 2.372 -0.812 0.232
N 1.302 -1.703 0.647
H 1.568 1.226 0.598
H 2.932 1.098 -0.538
H 1.225 0.460 -0.994
H 2.743 -1.265 -0.701
H 3.201 -0.795 0.951
H 1.590 -2.671 0.848
H 0.767 -1.378 1.461
*
```


Arrangement y

DFT (ωB97M-V/def2-TZVPD) results for 2 unconnected molecules or ions with the total composition C5H13N.

HOMO energy (eV): -9.4
M (g/mol): 87.17
Orbital gap (eV): 10.4

Geometry as ORCA input:
```
! wB97M-V def2-TZVPD RIJCOSX def2/J DEFGRID3
* xyz 0 1
C 1.724 1.172 -0.784
C 3.068 1.421 -0.243
C 3.014 1.599 1.268
H 1.243 0.260 -0.364
H 1.692 1.178 -1.922
H 1.063 2.133 -0.598
H 3.409 2.485 -0.748
H 3.801 0.645 -0.595
H 3.917 1.299 1.830
H 2.697 2.590 1.580
H 2.230 0.859 1.604
C -1.892 -1.266 -0.945
C -3.593 -1.482 0.873
N -3.061 -2.042 -0.158
H -2.399 -0.387 -1.187
H -1.656 -1.983 -1.810
H -0.955 -1.011 -0.274
H -4.483 -1.954 1.419
H -3.054 -0.483 1.154
*
```


Arrangement z

DFT (ωB97M-V/def2-TZVPD) results for C5H13N in the gas phase.

HOMO energy (eV): -8.5
M (g/mol): 87.17
Orbital gap (eV): 9.7

Geometry as ORCA input:
```
! wB97M-V def2-TZVPD RIJCOSX def2/J DEFGRID3
* xyz 0 1
C 0.730 -1.820 1.545
C -0.186 -0.666 1.169
C 0.523 -0.724 -1.080
C -0.795 1.102 -0.220
C -0.457 2.109 -1.360
H 0.385 -2.422 2.404
H 1.738 -1.496 1.915
H 0.810 -2.592 0.733
H -1.273 -0.989 0.981
H -0.247 -0.043 2.040
H -0.210 -1.590 -1.254
H 0.461 0.065 -1.948
H 1.602 -1.168 -0.988
H -1.754 0.624 -0.369
H -0.861 1.643 0.727
H 0.412 2.742 -0.958
H -1.382 2.719 -1.499
H -0.237 1.729 -2.397
N 0.238 0.110 0.041
*
```


Energy ordering: arrangement z at the bottom, the next structure 0.354 eV above.


Arrangement w

DFT (ωB97M-V/def2-TZVPD) results for 2 unconnected molecules or ions with the total composition C5H13N.

HOMO energy (eV): -9.6
M (g/mol): 87.17
Orbital gap (eV): 10.7

Geometry as ORCA input:
```
! wB97M-V def2-TZVPD RIJCOSX def2/J DEFGRID3
* xyz 0 1
C 1.438 -0.541 -1.197
C 1.028 0.897 -1.480
C 0.775 1.118 -2.961
H 1.612 -0.823 -0.168
H 0.750 -1.297 -1.575
H 2.407 -0.635 -1.722
H 0.026 1.005 -1.027
H 1.686 1.607 -0.977
H 0.282 2.049 -3.235
H 0.152 0.321 -3.373
H 1.742 1.003 -3.471
C -1.225 0.348 2.975
C -1.730 -1.754 2.109
N -0.835 -0.882 2.282
H -1.745 1.036 2.311
H -1.839 -0.022 3.803
H -0.367 0.954 3.274
H -1.530 -2.738 1.702
H -2.627 -1.648 2.728
*
```


Arrangement x

DFT (ωB97M-V/def2-TZVPD) results for C5H13N in the gas phase.

HOMO energy (eV): -8.9
M (g/mol): 87.17
Orbital gap (eV): 10.1

Geometry as ORCA input:
```
! wB97M-V def2-TZVPD RIJCOSX def2/J DEFGRID3
* xyz 0 1
C 1.743 1.060 -1.849
C 1.426 1.352 -0.235
C 0.634 0.360 0.606
C -0.800 0.251 -0.012
C -1.546 -0.732 0.905
N -1.424 -2.194 0.609
H 1.496 2.062 -2.383
H 2.816 0.693 -1.913
H 0.829 0.536 -2.363
H 1.075 2.367 -0.068
H 2.388 1.598 0.296
H 0.983 -0.750 0.507
H 0.774 0.657 1.679
H -1.282 1.198 0.087
H -0.623 -0.189 -1.001
H -1.213 -0.728 1.938
H -2.642 -0.527 0.795
H -2.387 -2.567 0.315
H -0.991 -2.739 1.358
*
```


Energy ordering: arrangement w at the bottom, the next structure 0.402 eV above.


Arrangement w

DFT (ωB97M-V/def2-TZVPD) results for 2 unconnected molecules or ions with the total composition C5H13N.

HOMO energy (eV): -8.5
M (g/mol): 87.17
Orbital gap (eV): 9.6

Geometry as ORCA input:
```
! wB97M-V def2-TZVPD RIJCOSX def2/J DEFGRID3
* xyz 0 1
C -0.266 0.616 2.269
C 0.501 1.925 2.133
C -0.370 3.178 1.901
H -0.849 0.523 1.335
H 0.424 -0.244 2.309
H -0.959 0.548 3.113
H 0.981 1.951 3.124
H 1.393 1.744 1.538
H 0.216 4.093 1.758
H -0.957 3.190 2.812
H -1.019 3.094 1.033
C 0.202 -1.877 -1.952
C 0.525 -2.626 -3.004
N -0.245 -2.921 -4.168
H -0.764 -1.891 -1.377
H 1.044 -1.553 -1.385
H 1.512 -3.075 -3.033
H -1.232 -2.774 -3.994
H -0.139 -3.902 -4.412
*
```


Arrangement x

DFT (ωB97M-V/def2-TZVPD) results for 2 unconnected molecules or ions with the total composition C5H13N.

HOMO energy (eV): -8.6
M (g/mol): 87.17
Orbital gap (eV): 9.2

Geometry as ORCA input:
```
! wB97M-V def2-TZVPD RIJCOSX def2/J DEFGRID3
* xyz 0 1
C 2.298 0.675 -0.283
C 2.039 -0.517 0.598
C 1.639 -1.794 -0.192
H 3.233 0.615 -0.835
H 2.311 1.622 0.259
H 1.496 0.815 -1.032
H 1.276 -0.235 1.331
H 2.958 -0.663 1.186
H 1.207 -2.592 0.394
H 1.007 -1.341 -0.955
H 2.544 -2.098 -0.718
C -2.486 1.610 -0.408
C -1.566 -0.309 0.501
N -2.534 0.150 -0.182
H -2.513 2.148 0.546
H -3.143 1.883 -1.232
H -1.548 1.901 -0.917
H -0.851 -1.062 0.138
H -1.301 0.203 1.451
*
```


Arrangement y

DFT (ωB97M-V/def2-TZVPD) results for a molecular structure, C5H13N.

HOMO energy (eV): -6.3
M (g/mol): 87.17
Orbital gap (eV): 5.0

Geometry as ORCA input:
```
! wB97M-V def2-TZVPD RIJCOSX def2/J DEFGRID3
* xyz 0 1
C -0.913 -0.577 1.748
C -0.235 0.563 1.052
C 0.869 0.416 -0.060
C -0.047 0.123 -1.306
C 1.681 1.737 -0.110
N -1.407 -2.105 -0.835
H -1.638 -0.144 2.446
H -0.248 -1.382 2.081
H -0.989 -0.392 0.473
H -0.809 1.515 0.976
H 1.672 -0.382 0.049
H 0.444 -0.031 -2.288
H -0.751 0.962 -1.237
H -0.540 -1.086 -1.250
H 2.403 1.645 -0.987
H 2.169 1.914 0.822
H 1.020 2.578 -0.363
H -1.140 -2.378 0.072
H -1.539 -2.975 -1.285
*
```


Energy ordering: arrangement w at the bottom, the next structure 1.105 eV above.


Arrangement w

DFT (ωB97M-V/def2-TZVPD) results for C5H13N in the gas phase.

HOMO energy (eV): -8.9
M (g/mol): 87.17
Orbital gap (eV): 10.0

Geometry as ORCA input:
```
! wB97M-V def2-TZVPD RIJCOSX def2/J DEFGRID3
* xyz 0 1
C -0.994 -0.839 -0.659
N 0.105 0.112 -0.188
C 0.009 0.062 1.318
C 0.567 1.418 1.927
C 1.445 -0.341 -0.568
C -1.456 -0.394 -1.959
H -1.862 -0.920 0.061
H -0.683 -1.938 -0.778
H 0.765 -0.609 1.664
H -0.898 -0.155 1.838
H 0.903 1.236 3.069
H 1.449 1.826 1.304
H -0.135 2.267 1.841
H 1.899 -1.012 0.281
H 2.188 0.529 -0.564
H 1.457 -0.907 -1.579
H -1.732 0.771 -1.874
H -0.683 -0.311 -2.745
H -2.345 -0.797 -2.392
*
```


Arrangement x

DFT (ωB97M-V/def2-TZVPD) results for 2 unconnected molecules or ions with the total composition C5H13N.

HOMO energy (eV): -9.1
M (g/mol): 87.17
Orbital gap (eV): 10.3

Geometry as ORCA input:
```
! wB97M-V def2-TZVPD RIJCOSX def2/J DEFGRID3
* xyz 0 1
C 3.557 -1.115 -1.621
C 2.369 -0.344 -1.141
C 2.103 0.033 0.105
H 4.248 -0.377 -2.025
H 3.274 -1.683 -2.518
H 4.069 -1.665 -0.843
H 1.747 0.141 -1.894
H 1.523 0.898 0.374
H 2.467 -0.561 0.935
C -3.031 0.085 -0.237
C -2.552 1.057 0.839
N -1.892 0.299 1.925
H -2.180 -0.239 -0.819
H -3.672 0.636 -0.930
H -3.682 -0.638 0.248
H -3.347 1.730 1.183
H -1.767 1.702 0.434
H -2.634 -0.284 2.314
H -1.677 0.953 2.671
*
```


Energy ordering: arrangement x at the bottom, the next structure 0.600 eV above.


Arrangement w

DFT (ωB97M-V/def2-TZVPD) results for C2H2N4O in the gas phase.

HOMO energy (eV): -9.9
M (g/mol): 98.06
Orbital gap (eV): 8.7

Geometry as ORCA input:
```
! wB97M-V def2-TZVPD RIJCOSX def2/J DEFGRID3
* xyz 0 1
C 0.800 0.003 -0.010
C 0.101 1.171 -0.148
H 2.460 -0.665 0.406
H 0.669 2.207 -0.039
N -1.274 1.086 -0.034
N -1.673 -0.053 0.176
N -1.042 -1.187 0.053
N 0.314 -1.245 -0.234
O 2.148 0.150 0.106
*
```


Arrangement x

DFT (ωB97M-V/def2-TZVPD) results for C2H2N4O in the gas phase.

HOMO energy (spin up / spin down) (eV): -10.0 / -8.9
M (g/mol): 98.06
Orbital gap (spin up / spin down) (eV): 9.3 / 8.1

Geometry as ORCA input:
```
! wB97M-V def2-TZVPD RIJCOSX def2/J DEFGRID3
* xyz 0 1
C -1.039 1.183 0.249
C -0.426 -1.069 -0.256
N -1.251 -0.190 0.051
N -0.024 1.651 -0.275
N 0.902 -1.135 0.121
N 1.687 -0.262 0.118
O 2.824 0.058 0.234
H -1.884 1.679 0.683
H -0.790 -1.916 -0.926
*
```


Energy ordering: arrangement w at the bottom, the next structure 2.653 eV above.


Arrangement w

DFT (ωB97M-V/def2-TZVPD) results for C2H2N4O in the gas phase.

HOMO energy (eV): -11.3
M (g/mol): 98.06
Orbital gap (eV): 10.6

Geometry as ORCA input:
```
! wB97M-V def2-TZVPD RIJCOSX def2/J DEFGRID3
* xyz 0 1
C 1.486 -0.521 0.029
C 0.031 -0.269 0.015
H 1.821 -1.561 0.082
H -0.119 1.882 -0.022
N -0.952 -1.178 -0.049
N -2.147 -0.446 -0.021
N -1.880 0.780 0.050
N -0.507 0.932 -0.056
O 2.268 0.381 -0.028
*
```


Arrangement x

DFT (ωB97M-V/def2-TZVPD) results for C2H2N4O in the gas phase.

HOMO energy (eV): -10.1
M (g/mol): 98.06
Orbital gap (eV): 9.0

Geometry as ORCA input:
```
! wB97M-V def2-TZVPD RIJCOSX def2/J DEFGRID3
* xyz 0 1
C -1.154 0.231 -0.042
C 0.951 1.066 0.180
H 1.664 1.987 -0.032
H -0.837 -1.975 -0.264
N -0.364 1.303 -0.291
N 1.589 -0.249 0.354
N 0.879 -1.179 -0.091
N -0.355 -1.112 -0.142
O -2.373 -0.071 0.329
*
```


Energy ordering: arrangement w at the bottom, the next structure 1.784 eV above.


Arrangement w

DFT (ωB97M-V/def2-TZVPD) results for a molecular structure, C5H15PSi.

HOMO energy (spin up / spin down) (eV): -6.7 / -6.5
M (g/mol): 134.24
Orbital gap (spin up / spin down) (eV): 6.7 / 6.5

Geometry as ORCA input:
```
! wB97M-V def2-TZVPD RIJCOSX def2/J DEFGRID3
* xyz 0 1
C 1.892 0.584 3.413
C -1.043 1.484 -1.830
C 1.240 -0.720 -1.987
C -1.864 -1.477 -1.798
C 0.396 0.615 3.072
Si -0.474 -0.300 -1.303
P -0.231 -0.037 1.428
H 2.563 1.385 2.938
H 2.546 -0.229 3.056
H 2.010 0.858 4.521
H -0.658 2.192 -1.161
H -0.935 1.943 -2.794
H -2.115 1.439 -1.716
H 1.144 -1.706 -2.557
H 1.661 -0.104 -2.695
H 1.913 -0.844 -1.209
H -1.873 -1.595 -2.955
H -1.677 -2.457 -1.403
H -2.942 -1.151 -1.382
H 0.046 1.760 3.287
H 0.055 -1.458 1.480
H -1.656 -0.182 1.597
*
```


Arrangement x

DFT (ωB97M-V/def2-TZVPD) results for C5H15PSi in the gas phase.

HOMO energy (eV): -6.9
M (g/mol): 134.24
Orbital gap (eV): 7.0

Geometry as ORCA input:
```
! wB97M-V def2-TZVPD RIJCOSX def2/J DEFGRID3
* xyz 0 1
C 1.592 0.551 -3.023
C 0.865 -1.464 1.000
C -0.274 0.204 2.931
C -2.180 -0.616 0.731
C 0.331 1.358 -2.699
Si -0.420 -0.129 1.124
P -0.003 1.122 -0.933
H 1.326 -0.445 -3.402
H 2.231 0.463 -2.176
H 2.217 0.843 -3.852
H 1.920 -1.296 0.879
H 0.879 -2.013 1.918
H 0.616 -2.098 0.199
H 0.685 -0.090 3.387
H -0.432 1.214 3.360
H -1.068 -0.434 3.352
H -2.876 0.204 0.838
H -2.247 -0.746 -0.376
H -2.797 -1.336 1.225
H -0.541 0.887 -3.299
H 1.099 1.768 -0.419
H -0.922 2.054 -0.766
*
```


Energy ordering: arrangement x at the bottom, the next structure 0.590 eV above.